# 1
89
Properties=species:S:1:pos:R:3 method="wB97M-V/def2-TZVPD" de_lowest_kcal_mol=2.4 total_charge=+1 multiplicity=3 s_squared=2.0041 homo_energy_ev="-11.43 / -11.42" homo_lumo_gap_ev="9.72 / 8.36"
Ni 0.888 0.705 -0.048
C -3.272 -1.798 -2.352
C -1.838 -1.417 -2.219
C -0.772 -1.750 -3.034
C 0.346 -1.080 -2.511
N -0.046 -0.408 -1.429
N -1.370 -0.595 -1.261
B -2.129 0.250 -0.204
N -1.800 1.729 -0.520
N -0.518 2.162 -0.560
C -0.526 3.443 -0.919
C -1.855 3.852 -1.098
C -2.632 2.739 -0.843
C -4.115 2.605 -0.894
C 0.712 4.286 -1.105
C 1.979 3.489 -0.786
C 0.764 4.766 -2.563
C 0.633 5.502 -0.173
N -1.564 -0.046 1.211
N -0.319 0.369 1.510
C -0.112 0.208 2.813
C -1.272 -0.354 3.372
C -2.170 -0.493 2.327
C -3.568 -1.008 2.362
C 1.145 0.655 3.520
C 1.846 -0.551 4.157
C 2.097 1.374 2.558
C 0.738 1.646 4.619
C 1.743 -1.063 -3.092
C 2.615 0.057 -2.507
C 1.628 -0.816 -4.602
C 2.413 -2.426 -2.859
H -3.376 -2.559 -3.122
H -3.873 -0.935 -2.643
H -3.677 -2.185 -1.416
H -0.803 -2.380 -3.907
H -3.295 0.034 -0.240
H -2.206 4.829 -1.385
H -4.555 3.557 -1.183
H -4.518 2.320 0.078
H -4.422 1.850 -1.619
H 1.994 2.550 -1.349
H 2.043 3.281 0.284
H 2.868 4.053 -1.069
H 0.845 3.920 -3.249
H 1.625 5.420 -2.713
H -0.135 5.326 -2.816
H 0.583 5.189 0.872
H -0.250 6.103 -0.391
H 1.513 6.134 -0.304
H -1.448 -0.597 4.407
H -3.788 -1.389 3.356
H -3.715 -1.809 1.636
H -4.285 -0.219 2.133
H 2.180 -1.259 3.396
H 1.174 -1.067 4.845
H 2.721 -0.223 4.720
H 2.377 0.733 1.710
H 3.031 1.623 3.061
H 1.639 2.302 2.210
H 0.094 1.167 5.356
H 0.197 2.492 4.193
H 1.623 2.024 5.134
H 2.305 1.029 -2.893
H 3.660 -0.100 -2.774
H 2.596 0.068 -1.410
H 1.075 0.103 -4.803
H 1.116 -1.640 -5.099
H 2.624 -0.725 -5.039
H 2.592 -2.602 -1.800
H 3.372 -2.460 -3.379
H 1.787 -3.230 -3.248
O 2.923 -3.125 0.941
C 1.834 -2.400 0.949
O 1.835 -1.254 0.541
C 0.591 -3.119 1.473
N 0.962 -4.461 1.959
C 0.228 -5.461 1.154
C -1.006 -4.723 0.648
C -0.434 -3.340 0.335
H 0.153 -2.499 2.257
H 0.758 -4.564 2.943
H 2.666 -3.957 1.421
H 0.006 -6.347 1.745
H 0.855 -5.761 0.310
H -1.747 -4.648 1.448
H -1.466 -5.199 -0.216
H -1.181 -2.552 0.319
H 0.066 -3.349 -0.637

# 2
89
Properties=species:S:1:pos:R:3 method="wB97M-V/def2-TZVPD" total_charge=+2 multiplicity=2 s_squared=0.7508 homo_energy_ev="-13.93 / -13.93" homo_lumo_gap_ev="8.71 / 8.65"
Yb 0.125 -0.247 0.263
C -2.728 -2.652 -0.482
C -2.135 -3.843 0.257
C -2.090 -5.081 -0.649
C -0.754 -3.578 0.781
C -0.030 -4.347 1.706
C 1.198 -3.741 1.796
N 1.219 -2.681 0.962
N -0.003 -2.570 0.335
B 2.532 -2.091 0.368
N 2.339 -1.805 -1.137
C 3.078 -2.364 -2.098
C 2.594 -1.951 -3.318
C 1.525 -1.109 -3.023
N 1.368 -1.004 -1.685
C 0.591 -0.585 -4.085
C 0.581 0.935 -4.263
C -0.817 -1.149 -3.886
N 2.977 -0.817 1.126
C 4.244 -0.584 1.469
C 4.297 0.612 2.144
C 2.984 1.077 2.184
N 2.163 0.208 1.541
C 2.623 2.335 2.940
C 2.399 2.044 4.436
C 1.501 3.175 2.335
H -2.865 -1.783 0.164
H -2.090 -2.357 -1.320
H -3.705 -2.911 -0.890
H -2.769 -4.083 1.117
H -1.448 -4.896 -1.513
H -3.091 -5.317 -1.010
H -1.707 -5.953 -0.121
H -0.369 -5.223 2.232
H 2.078 -4.015 2.355
H 3.409 -2.894 0.473
H 3.882 -3.036 -1.847
H 2.954 -2.224 -4.295
H 0.985 -0.996 -5.016
H -0.018 1.421 -3.492
H 0.131 1.190 -5.224
H 1.592 1.350 -4.247
H -1.254 -0.803 -2.947
H -0.797 -2.238 -3.859
H -1.478 -0.843 -4.698
H 5.020 -1.286 1.210
H 5.162 1.086 2.576
H 3.531 2.940 2.890
H 1.367 1.778 4.656
H 2.635 2.932 5.021
H 3.041 1.236 4.785
H 0.748 2.567 1.832
H 1.904 3.878 1.610
H 0.999 3.763 3.105
C -0.568 0.664 3.399
N -1.275 -0.156 2.401
C -1.417 -1.507 2.981
C -2.628 0.423 2.165
C -2.897 0.893 0.757
C -4.188 1.372 0.508
C -4.563 1.792 -0.753
C -3.634 1.736 -1.786
C -2.353 1.275 -1.515
C -1.919 0.839 -0.242
H -1.081 0.623 4.366
H -0.531 1.700 3.075
H 0.444 0.287 3.525
H -1.923 -1.453 3.950
H -0.436 -1.957 3.127
H -2.006 -2.134 2.320
H -2.769 1.264 2.848
H -3.382 -0.315 2.448
H -4.914 1.404 1.315
H -5.570 2.141 -0.936
H -3.921 2.013 -2.794
H -1.684 1.207 -2.376
N -0.817 4.320 -2.344
C 0.680 4.186 -2.129
C 0.937 3.380 -0.862
N 0.721 1.953 -1.046
H -1.032 4.861 -3.184
H -1.260 4.790 -1.551
H -1.279 3.404 -2.437
H 1.085 5.195 -2.071
H 1.080 3.696 -3.015
H 0.274 3.743 -0.073
H 1.953 3.560 -0.523
H 1.430 1.566 -1.663
H -0.191 1.767 -1.446

# 3
85
Properties=species:S:1:pos:R:3 method="wB97M-V/def2-TZVPD" total_charge=+2 multiplicity=4 s_squared=3.7534 homo_energy_ev="-14.03 / -13.98" homo_lumo_gap_ev="8.48 / 8.44"
Er -1.120 0.053 -1.317
P 0.202 -2.372 -1.698
P 0.207 2.503 -1.442
N 0.132 0.187 -3.881
C 0.320 -2.340 -3.547
H 0.959 -3.193 -3.843
H -0.683 -2.556 -3.943
C 0.867 -1.071 -4.241
H 1.928 -0.895 -4.062
H 0.688 -1.234 -5.322
C 0.873 1.477 -4.105
H 0.690 1.750 -5.163
H 1.930 1.276 -3.954
C 0.329 2.660 -3.283
H -0.673 2.916 -3.650
H 0.966 3.539 -3.484
C 1.716 3.399 -0.863
C 2.059 3.080 0.593
H 2.951 3.654 0.872
H 2.293 2.021 0.738
H 1.255 3.360 1.284
C -1.289 3.533 -0.965
C -1.343 3.797 0.546
H -2.378 4.049 0.824
H -0.709 4.644 0.849
H -1.069 2.913 1.142
C -1.290 -3.452 -1.334
C -1.349 -3.881 0.137
H -2.376 -4.199 0.369
H -1.108 -3.061 0.830
H -0.689 -4.735 0.352
C 1.718 -3.319 -1.229
C 2.067 -3.142 0.245
H 2.999 -3.679 0.452
H 1.298 -3.555 0.905
H 2.228 -2.097 0.514
C 1.414 0.051 -1.323
O 2.569 0.063 -1.530
C -1.482 4.827 -1.769
H -0.767 5.608 -1.474
H -1.412 4.671 -2.853
H -2.492 5.207 -1.551
C -1.480 -4.655 -2.272
H -2.487 -5.065 -2.094
H -1.412 -4.387 -3.334
H -0.759 -5.459 -2.061
C 1.711 -4.802 -1.617
H 2.729 -5.189 -1.457
H 1.039 -5.397 -0.982
H 1.465 -4.980 -2.673
C 1.705 4.915 -1.108
H 1.028 5.443 -0.421
H 2.723 5.284 -0.907
H 1.462 5.189 -2.144
H 2.503 2.961 -1.503
H 2.498 -2.819 -1.828
H -2.137 2.856 -1.209
H -2.139 -2.753 -1.507
H -0.453 0.240 -4.680
H -2.799 -0.041 -0.300
N -0.572 0.018 0.770
S -1.573 -0.207 2.056
C -0.871 -1.567 3.012
C -1.776 -2.389 3.716
C -1.320 -3.450 4.503
C 0.048 -3.706 4.624
C 0.949 -2.873 3.963
C 0.499 -1.795 3.185
C -1.271 1.201 3.122
C -0.006 1.563 3.604
C 0.133 2.663 4.463
C -0.978 3.383 4.890
C -2.246 2.995 4.454
C -2.396 1.908 3.587
H 0.379 0.158 1.042
H -2.840 -2.174 3.610
H -2.050 -4.094 4.996
H 0.378 -4.560 5.217
H 2.016 -3.095 4.047
H 1.253 -1.161 2.723
H 0.890 1.002 3.353
H 1.122 2.991 4.792
H -0.885 4.256 5.540
H -3.131 3.553 4.755
H -3.379 1.583 3.246

# 4
84
Properties=species:S:1:pos:R:3 method="wB97M-V/def2-TZVPD" total_charge=0 homo_energy_ev=-8.10 homo_lumo_gap_ev=8.44 smiles=CCOCCOCc1ccc2c(c1)Sc1ccccc1N2.CCN(CC)CC.CCN(CC)CC
C 2.797 -1.458 -1.910
C 2.071 -0.157 -1.292
O 1.275 0.565 -2.287
C 1.532 1.989 -2.187
C 0.398 2.918 -2.827
O -0.316 3.630 -1.761
C -1.725 3.315 -1.783
C -1.923 1.788 -1.312
C -1.347 1.173 -0.017
C -1.585 -0.336 0.351
C -2.404 -1.295 -0.627
C -2.959 -0.621 -1.941
C -2.746 0.871 -2.290
S -3.880 -1.795 -3.072
C -2.840 -3.342 -2.915
C -2.495 -4.279 -4.097
C -1.585 -5.503 -3.809
C -1.028 -5.794 -2.368
C -1.388 -4.848 -1.172
C -2.303 -3.613 -1.457
N -2.651 -2.720 -0.329
H 2.616 -2.384 -1.254
H 2.380 -1.718 -2.949
H 3.937 -1.331 -2.029
H 2.909 0.510 -0.851
H 1.363 -0.530 -0.456
H 1.585 2.238 -1.063
H 2.584 2.176 -2.628
H 0.948 3.750 -3.417
H -0.298 2.387 -3.561
H -2.222 3.535 -2.804
H -2.307 3.955 -1.019
H -0.724 1.844 0.684
H -1.137 -0.773 1.319
H -3.182 1.269 -3.277
H -2.914 -4.027 -5.126
H -1.251 -6.232 -4.630
H -0.341 -6.704 -2.206
H -1.008 -5.032 -0.116
H -3.667 -2.891 -0.163
C 8.152 5.454 -0.545
C 6.702 5.336 -0.091
N 5.784 4.918 -1.146
C 4.379 5.079 -0.785
C 3.840 4.231 0.368
C 6.114 3.672 -1.830
C 6.237 2.406 -0.983
H 8.245 6.125 -1.403
H 8.761 5.862 0.266
H 8.577 4.483 -0.813
H 6.398 6.327 0.264
H 6.656 4.665 0.777
H 3.756 4.904 -1.669
H 4.213 6.132 -0.532
H 3.694 3.192 0.068
H 2.863 4.612 0.677
H 4.491 4.256 1.244
H 7.060 3.815 -2.364
H 5.385 3.493 -2.629
H 6.803 2.569 -0.063
H 6.761 1.633 -1.553
H 5.259 1.999 -0.723
C -4.861 -1.093 2.369
C -5.525 -2.064 3.336
N -4.930 -3.397 3.335
C -5.735 -4.389 4.042
C -5.932 -4.202 5.548
C -3.494 -3.461 3.590
C -2.978 -2.873 4.902
H -4.848 -1.487 1.349
H -5.420 -0.154 2.357
H -3.835 -0.858 2.663
H -6.575 -2.149 3.032
H -5.525 -1.620 4.340
H -5.319 -5.386 3.865
H -6.727 -4.414 3.576
H -5.033 -4.465 6.107
H -6.728 -4.866 5.898
H -6.222 -3.182 5.807
H -2.978 -2.956 2.766
H -3.159 -4.502 3.514
H -3.426 -1.904 5.133
H -1.896 -2.723 4.836
H -3.152 -3.546 5.743

# 5
87
Properties=species:S:1:pos:R:3 method="wB97M-V/def2-TZVPD" de_lowest_kcal_mol=0.0 total_charge=+1 multiplicity=3 s_squared=2.0299 homo_energy_ev="-8.45 / -10.46" homo_lumo_gap_ev="6.49 / 7.63"
V 0.029 0.373 -0.364
C -2.646 -1.249 2.489
C -1.696 -1.014 1.360
N -0.715 -0.087 1.387
N -0.588 0.652 2.556
C 0.294 1.582 2.504
N 0.579 2.310 3.634
S 1.236 1.951 1.054
C -1.730 -1.766 0.162
C -2.538 -2.902 -0.033
C -2.424 -3.625 -1.189
C -1.501 -3.210 -2.169
C -0.755 -2.088 -1.941
N -0.849 -1.350 -0.811
H -2.501 -0.498 3.257
H -2.489 -2.235 2.937
H -3.680 -1.207 2.137
H -0.101 2.243 4.376
H 0.964 3.226 3.483
H -3.232 -3.190 0.746
H -3.028 -4.509 -1.346
H -1.380 -3.759 -3.092
H -0.044 -1.743 -2.677
C 3.228 -0.805 3.334
N 3.293 -0.395 1.915
C 4.657 0.043 1.529
C 2.697 -1.448 1.022
C 2.783 -1.138 -0.453
C 3.869 -1.692 -1.136
C 4.041 -1.499 -2.495
C 3.092 -0.759 -3.183
C 2.003 -0.225 -2.507
C 1.799 -0.379 -1.123
H 3.561 0.015 3.966
H 3.870 -1.671 3.491
H 2.202 -1.060 3.592
H 2.685 0.425 1.775
H 5.333 -0.809 1.507
H 5.006 0.768 2.262
H 4.623 0.510 0.550
H 1.655 -1.541 1.326
H 3.213 -2.380 1.253
H 4.588 -2.301 -0.595
H 4.891 -1.929 -3.010
H 3.188 -0.610 -4.253
H 1.273 0.331 -3.082
C -1.464 0.862 -4.359
C -1.139 2.360 -4.128
C 0.307 2.612 -4.594
C -2.086 3.229 -4.961
P -1.194 2.706 -2.278
N -0.467 1.467 -1.556
C -0.286 4.313 -1.890
C -0.679 4.754 -0.470
C -0.648 5.448 -2.855
C 1.239 4.058 -1.935
C -2.976 2.773 -1.669
C -3.024 2.623 -0.137
C -3.706 4.052 -2.090
C -3.695 1.549 -2.260
H -0.887 0.494 -5.210
H -2.516 0.709 -4.593
H -1.215 0.244 -3.498
H 0.441 2.155 -5.577
H 1.044 2.175 -3.921
H 0.522 3.674 -4.703
H -1.910 3.006 -6.017
H -1.910 4.297 -4.816
H -3.135 3.021 -4.755
H -1.694 5.149 -0.431
H -0.006 5.558 -0.164
H -0.579 3.947 0.248
H -1.719 5.656 -2.869
H -0.321 5.251 -3.875
H -0.141 6.355 -2.518
H 1.498 3.044 -1.643
H 1.734 4.733 -1.234
H 1.651 4.252 -2.924
H -2.846 3.560 0.383
H -2.309 1.884 0.222
H -4.022 2.276 0.145
H -3.308 4.936 -1.594
H -4.756 3.963 -1.800
H -3.675 4.216 -3.168
H -3.195 0.620 -1.978
H -3.774 1.593 -3.344
H -4.712 1.522 -1.861